Record 1
14
Properties=species:S:1:pos:R:3:lowdin_spin:R:1 method="wB97M-V/def2-TZVPD" de_lowest_kj_mol=24.4 homo_energy_ha="-0.531 / -0.523" charge=+1 gap_ha="0.3736 / 0.1779" multiplicity=2 energy_ha=-721.61401
C 0.45060 -0.67527 -0.45785 0.03
C 0.23303 0.53295 -1.40027 0.10
S 1.75872 1.09861 -2.16473 0.73
N -0.66561 -0.87982 0.42776 0.06
C -0.47458 -0.42801 1.71777 0.00
O -1.57490 -0.56580 2.44759 0.00
O 0.57186 -0.05557 2.18225 0.01
H 0.62851 -1.57139 -1.05588 0.00
H 1.33951 -0.47372 0.12919 0.00
H -0.32392 1.33218 -0.90373 0.00
H -0.41148 0.29459 -2.26546 0.04
H 1.42916 2.38547 -2.01790 0.02
H -1.59957 -0.82726 0.05261 0.00
H -1.36133 -0.16697 3.30866 0.00

***

Record 2
15
Properties=species:S:1:pos:R:3:mulliken_charge:R:1 method="wB97M-V/def2-TZVPD" de_lowest_kj_mol=467.4 homo_energy_ha="-0.311 / -0.304" gap_ha="0.2495 / 0.2458" energy_ha=-1119.96223
C 1.33029 0.24064 0.48629 -0.71
C 0.09579 -0.49042 1.06991 -0.51
C 0.06226 0.13930 -1.45807 -0.53
N 0.69589 0.93695 -0.55348 -0.35
O -1.86809 1.35492 0.41842 -0.38
O -0.17759 -2.46123 -0.61418 -0.67
S -2.95942 0.35351 0.45695 0.23
S -0.89581 -1.17107 -0.37809 0.46
H 1.97676 0.82166 1.17724 0.35
H 1.93132 -0.61416 0.21314 0.28
H 0.08463 -1.35594 1.87661 0.38
H -0.54799 0.28533 1.57010 0.36
H -0.67559 0.61048 -1.98351 0.43
H 0.72063 -0.40106 -2.13369 0.31
H 0.22693 1.75109 -0.14765 0.36